No. 1
Here is a structure of composition C22H25N3O6S at a distorted geometry from the OMol25 dataset. Energies are from ωB97M-V/def2-TZVPD.

Atoms and positions in Å:
1 H -2.96 -3.99 0.17
2 N -3.80 -1.61 -1.11
3 C 3.63 -0.44 0.50
4 H -2.52 2.28 -1.69
5 C -2.41 -2.04 -0.79
6 C -2.12 2.32 -0.59
7 N 2.48 -2.60 -0.58
8 C 1.83 1.29 0.38
9 C -5.18 -0.59 2.08
10 H 4.39 2.28 -1.56
11 C 1.50 -3.14 0.03
12 C -1.47 -1.02 -1.35
13 H 5.42 -1.76 0.82
14 S -4.37 -0.16 -1.34
15 C 4.23 -1.68 0.82
16 H -5.99 -0.81 1.31
17 H 1.17 2.72 2.55
18 C -2.18 -3.46 -0.16
19 H 2.56 3.53 -2.79
20 C 4.02 -2.60 -0.42
21 O -5.74 -0.19 -1.11
22 C -4.14 0.38 1.59
23 N -3.52 1.17 2.67
24 H -0.42 2.56 2.07
25 H -0.93 2.11 -0.46
26 H 3.86 -2.02 1.74
27 H -0.72 -4.57 0.71
28 H 5.37 0.17 -0.89
29 O -3.78 0.35 -2.39
30 O 2.01 3.33 -0.84
31 C 2.48 4.10 -1.68
32 O 0.68 1.51 0.98
33 C 0.52 2.90 1.83
34 H 0.48 -0.74 -1.02
35 C -0.85 -3.44 0.08
36 H 3.54 4.49 -1.42
37 C -2.81 1.90 0.41
38 H 1.77 5.01 -1.69
39 H -5.57 -0.44 3.23
40 C 2.58 2.07 -0.49
41 H -4.40 -2.50 -0.72
42 C 3.78 1.54 -1.12
43 O -2.71 1.99 1.50
44 H 2.27 -1.91 -1.43
45 C -3.76 0.58 0.24
46 H 4.13 -3.66 0.00
47 O 1.68 -3.79 1.21
48 H -4.47 -1.76 2.16
49 H -1.68 -0.17 -1.70
50 H 4.68 -2.51 -1.37
51 H 1.96 -0.57 1.43
52 C 4.29 0.44 -0.52
53 C 2.47 0.10 0.73
54 C 0.15 -2.62 -0.17
55 H 0.82 3.70 1.28
56 H -2.04 3.47 -0.45
57 C -0.22 -1.47 -0.66

M: 459.5 g/mol
multiplicity: 1
ΔE to the lowest compared entry with this formula, charge and spin: 523.5 kcal/mol
HOMO level: -8.4 eV
frontier orbital gap: 8.79 eV
charge: 0

No. 2
Here is a cluster of 2 separate species, C4H7NO in total at a distorted geometry from the OMol25 dataset. Energies are from ωB97M-V/def2-TZVPD.

Atoms and positions in Å:
1 H 1.35 0.51 -0.77
2 H -0.48 1.58 -0.17
3 C -0.39 -1.97 0.28
4 H 2.48 -0.98 -0.72
5 C 1.52 -0.53 -1.12
6 C -0.91 2.05 0.70
7 H 1.28 -0.51 -2.20
8 C 0.51 -1.36 -0.45
9 H -0.78 -2.68 0.99
10 N -1.34 1.38 1.67
11 H -1.44 0.39 1.36
12 O -1.06 -0.97 -0.37
13 H -0.74 3.11 0.79

M: 85.1 g/mol
multiplicity: 3
ΔE to the lowest compared entry with this formula, charge and spin: 62.2 kcal/mol
HOMO level (spin up / spin down): -5.5 / -9.9 eV
frontier orbital gap (spin up / spin down): 6.32 / 9.03 eV
<S²>: 2.006
charge: 0

No. 3
Here is a structure of composition C51H52Ge2IN2PdS6 at a distorted geometry from the OMol25 dataset. Energies are from ωB97M-V/def2-TZVPD.

Atoms and positions in Å:
1 H -3.68 -1.29 2.91
2 H 1.07 4.38 -0.51
3 C -3.57 1.75 2.16
4 C 4.94 2.11 -0.55
5 H 5.57 -3.79 -1.15
6 C 3.73 2.11 2.43
7 H 0.83 -5.24 2.00
8 C -4.45 -0.50 2.93
9 H -3.47 4.28 0.81
10 H -2.72 1.93 6.89
11 C 1.89 4.80 4.37
12 C -3.10 -2.78 -3.28
13 C 3.28 0.34 -0.52
14 H 4.14 -4.72 -2.79
15 C -2.59 3.93 1.34
16 C -3.33 0.60 -0.09
17 Pd -0.08 -2.76 1.47
18 H -4.79 -3.48 -1.42
19 C -0.20 -3.73 4.50
20 C 3.20 2.28 1.15
21 H -3.60 0.44 5.28
22 C -1.52 -3.33 -5.15
23 Ge 1.69 -0.55 0.29
24 C -3.87 0.37 -1.37
25 C 1.65 3.46 -0.46
26 C 3.28 2.92 3.46
27 H 1.37 -5.52 -3.71
28 H -2.68 1.84 -4.17
29 Ge -1.75 -0.35 0.78
30 H 2.51 0.76 -3.77
31 C 1.97 -4.93 -4.41
32 S -0.11 -0.12 -0.86
33 C -2.16 -2.35 -4.21
34 C -4.02 1.47 0.77
35 H -5.14 -0.76 3.73
36 S 1.24 -0.33 3.56
37 H 3.68 2.77 4.46
38 C -5.72 1.86 -0.90
39 C 5.38 -2.76 -1.44
40 H 0.29 -5.21 0.25
41 C -4.76 -2.39 -1.44
42 H 6.45 2.00 -2.07
43 C 3.62 -3.77 -2.91
44 C 4.78 1.06 2.69
45 C 3.80 1.53 0.01
46 H -2.14 1.89 -2.50
47 H -2.69 3.66 6.51
48 C -3.43 1.16 4.49
49 C 5.04 0.38 -2.18
50 C -5.20 2.10 0.35
51 N 2.03 -2.53 2.12
52 H -5.74 -2.03 -1.78
53 H 2.71 5.41 4.75
54 H 5.70 1.28 2.14
55 H 2.42 3.49 -1.24
56 H 5.31 3.03 -0.12
57 C 4.11 -2.65 -2.24
58 H -0.99 1.49 -3.78
59 H 1.05 -2.37 -4.57
60 H 1.10 4.85 1.77
61 C 1.74 0.02 -3.55
62 C 3.91 -0.22 -1.64
63 H -0.74 -3.91 -4.64
64 C -2.36 -0.10 -3.31
65 C 1.66 -1.28 2.16
66 C -3.67 -1.91 -2.37
67 C 2.35 3.92 3.24
68 C 1.89 -2.46 -3.90
69 S -0.01 0.92 2.61
70 C -1.82 -1.01 -4.23
71 H 1.09 5.46 4.05
72 H -5.71 2.76 1.04
73 H 5.02 1.00 3.75
74 C -2.59 3.26 3.75
75 C 2.35 -1.32 -3.24
76 H 6.24 -2.42 -2.04
77 N 0.56 -4.44 5.02
78 H -1.95 3.44 0.59
79 H -3.40 -3.82 -3.27
80 H 0.98 2.63 -0.70
81 C -3.82 0.84 3.19
82 C -2.93 2.97 2.45
83 H 2.78 -5.56 -4.76
84 H 1.33 -4.67 -5.26
85 C 0.04 -5.02 1.28
86 S -1.29 -2.70 3.76
87 H 5.51 -0.07 -3.05
88 H -6.64 2.34 -1.22
89 H -2.24 -4.04 -5.54
90 C 1.84 4.09 1.96
91 C 2.25 3.27 0.91
92 C -3.26 -0.57 -2.35
93 C 3.42 -1.44 -2.36
94 I -1.68 -6.11 1.79
95 H 4.45 0.07 2.37
96 H -1.05 -2.82 -5.99
97 H 1.52 4.19 5.20
98 H -2.09 4.20 3.96
99 H -1.26 2.66 6.23
100 H 1.07 -0.06 -4.41
101 C -2.35 2.67 6.18
102 S -2.18 -2.61 0.49
103 H -5.45 0.79 -2.75
104 S 2.31 -2.86 0.43
105 C -2.82 2.36 4.79
106 H 1.15 0.40 -2.71
107 C 5.57 1.54 -1.64
108 H -2.05 4.79 1.73
109 H -1.11 -0.64 -4.96
110 H -4.61 -2.03 -0.43
111 C -5.05 0.99 -1.76
112 H -4.99 -0.53 1.99
113 C 2.50 -3.69 -3.73
114 H 5.35 -2.15 -0.54
115 C -2.02 1.36 -3.44

M: 1263.9 g/mol
multiplicity: 5
ΔE to the lowest compared entry with this formula, charge and spin: 49.4 kcal/mol
HOMO level (spin up / spin down): -3.7 / -5.0 eV
frontier orbital gap (spin up / spin down): 5.95 / 5.18 eV
<S²>: 6.028
charge: -1

No. 4
Here is a structure of composition C12H14BEuF5N6 at a distorted geometry from the OMol25 dataset. Energies are from ωB97M-V/def2-TZVPD.

Atoms and positions in Å:
1 C -3.21 0.13 -1.13
2 C -0.26 -0.03 3.76
3 H -1.07 -1.51 0.46
4 H -0.50 2.22 -3.51
5 N -1.99 -0.41 -1.04
6 H 0.51 -2.29 -3.71
7 Eu 1.26 -0.44 1.08
8 C 0.06 1.14 2.88
9 H -3.14 -1.20 1.89
10 C 3.40 0.45 1.53
11 F -1.07 1.68 2.30
12 N -1.88 -0.95 0.20
13 H 0.84 4.16 -2.06
14 H 4.01 -0.39 1.92
15 C -3.89 -0.11 0.06
16 C 0.62 3.15 -1.77
17 H 1.49 2.91 0.30
18 N 0.82 -1.60 -0.53
19 H 2.37 -2.90 0.17
20 F -1.52 0.04 4.25
21 C 1.77 -2.60 -0.68
22 H -3.53 0.63 -2.04
23 F 0.61 -0.13 4.79
24 C -0.06 2.18 -2.52
25 N -0.12 1.05 -1.79
26 H -4.90 0.19 0.29
27 N 0.50 1.24 -0.56
28 C 0.95 2.52 -0.56
29 F 0.73 2.14 3.51
30 H 3.39 1.29 2.23
31 C 1.80 -3.03 -2.01
32 C 0.83 -2.28 -2.68
33 F -0.20 -1.27 3.07
34 H 2.43 -3.79 -2.44
35 H -1.21 -0.37 -3.19
36 N 0.23 -1.45 -1.82
37 C -3.02 -0.81 0.89
38 H 3.76 0.77 0.54
39 B -0.81 -0.32 -2.07

M: 500.1 g/mol
multiplicity: 8
HOMO level (spin up / spin down): -3.8 / -5.1 eV
frontier orbital gap (spin up / spin down): 4.10 / 3.22 eV
<S²>: 15.801
charge: 0

No. 5
Here is a structure of composition C33H31IN4O7STi at a distorted geometry from the OMol25 dataset. Energies are from ωB97M-V/def2-TZVPD.

Atoms and positions in Å:
1 C 2.11 -3.22 -2.43
2 C 2.01 -0.06 3.99
3 Ti -0.27 0.33 -1.13
4 H -5.85 -2.68 2.21
5 H 0.99 -0.81 5.68
6 H 0.92 1.39 6.87
7 H 3.41 2.04 1.71
8 C 3.27 -0.24 0.30
9 H 1.95 3.34 5.82
10 C -3.91 -3.19 1.51
11 C -5.13 -2.59 1.42
12 O 2.06 3.62 -1.51
13 H -1.86 1.34 -4.84
14 H -1.83 -0.26 -5.50
15 C 3.87 -2.10 -1.23
16 H -3.65 -3.76 2.38
17 C 2.55 2.27 4.05
18 O 0.00 -0.16 -3.51
19 N -1.07 -1.71 -1.47
20 H -2.33 -4.48 -1.69
21 H -1.26 1.08 -6.56
22 C -0.20 -2.50 -1.93
23 H 1.79 -4.00 -3.07
24 C -3.34 -2.35 -0.67
25 H 4.68 -0.60 2.56
26 C 0.61 4.15 0.98
27 S 0.28 0.38 -4.93
28 H -2.43 -3.85 -3.38
29 O 4.58 -0.16 0.55
30 H -6.51 -1.41 0.22
31 H 0.02 4.97 2.86
32 H 1.17 2.31 -5.88
33 O -1.39 -0.18 0.90
34 H -4.88 -1.17 -1.63
35 C -0.04 4.09 2.24
36 C -2.39 -2.26 -1.81
37 H 1.73 2.06 -4.19
38 C 1.39 1.29 5.90
39 N 1.63 -1.25 -1.12
40 C -5.54 -1.87 0.28
41 C -4.61 -1.74 -0.74
42 C -1.36 0.71 -5.55
43 H -2.77 0.53 -2.26
44 O -0.60 -3.64 -2.45
45 N -0.07 1.90 0.56
46 C 0.56 2.99 0.17
47 H 5.50 0.87 2.10
48 N 2.45 0.32 1.06
49 C 0.89 2.04 -4.85
50 H 3.04 3.13 3.60
51 H -2.04 -3.57 0.57
52 H 4.90 -2.06 -0.89
53 H -2.54 -0.43 2.97
54 C 1.25 2.80 -1.15
55 C 1.97 2.39 5.29
56 C 1.24 -2.31 -1.85
57 C -0.69 2.94 2.66
58 I -2.39 3.11 -2.01
59 C -1.43 0.61 1.81
60 H 1.12 5.06 0.65
61 C 3.47 -3.08 -2.10
62 H 4.18 -3.78 -2.53
63 C 2.59 1.05 3.40
64 H 0.10 2.67 -4.45
65 C 4.61 0.28 1.93
66 H 1.96 -1.03 3.52
67 C -3.01 -3.08 0.47
68 H -1.10 2.80 3.64
69 C 2.91 -1.21 -0.78
70 C 3.28 1.02 2.04
71 H -2.92 1.04 -0.60
72 O -2.13 0.45 2.92
73 C -2.07 -3.65 -2.36
74 O 0.94 1.65 -1.73
75 C -2.24 1.09 -1.46
76 H -2.83 -1.60 -2.57
77 C -0.70 1.88 1.75
78 C 1.44 0.07 5.25

M: 802.5 g/mol
multiplicity: 2
ΔE to the lowest compared entry with this formula, charge and spin: 4.5 kcal/mol
HOMO level (spin up / spin down): -10.4 / -10.4 eV
frontier orbital gap (spin up / spin down): 7.42 / 7.40 eV
<S²>: 0.753
charge: +1

No. 6
Here is the molecule C6H8N3P at a distorted geometry from the OMol25 dataset. Energies are from ωB97M-V/def2-TZVPD.

Atoms and positions in Å:
1 C -3.19 -0.77 -0.08
2 H -3.29 -1.72 -0.52
3 H -3.30 -0.92 1.03
4 H 1.59 -1.24 -1.00
5 H -2.77 1.90 0.54
6 N 5.05 0.26 0.07
7 C 1.62 -0.22 -0.64
8 H -4.07 -0.15 -0.57
9 C 3.91 0.03 0.21
10 C -1.93 1.40 0.15
11 H 2.43 -1.13 1.01
12 P -0.32 2.13 0.15
13 H 2.34 0.66 1.33
14 C 2.53 -0.13 0.59
15 C -1.95 0.01 -0.13
16 N -0.83 -0.56 -0.38
17 N 0.27 0.09 -0.23
18 H 1.91 0.39 -1.52

M: 153.1 g/mol
multiplicity: 1
ΔE to the lowest compared entry with this formula, charge and spin: 35.7 kcal/mol
SMILES: Cc1cpn(CCC#N)n1
HOMO level: -8.4 eV
frontier orbital gap: 8.20 eV
charge: 0